1.
C16H24O8 | ωB97M-V with the def2-TZVPD basis set

```
48
Properties=species:S:1:pos:R:3
O 4.374 0.212 8.470
C 5.570 0.440 8.152
O 6.533 -0.019 8.959
C 7.868 0.306 8.476
C 7.468 1.547 7.580
C 6.145 1.151 6.893
H 8.378 -0.530 7.998
H 8.560 0.596 9.267
H 8.293 1.643 6.875
H 7.380 2.453 8.180
H 6.377 0.423 6.115
H 5.513 1.978 6.570
O 3.516 0.095 -1.795
C 2.718 -0.193 -2.702
O 1.394 -0.551 -2.454
C 0.834 -1.016 -3.711
C 2.022 -1.186 -4.646
C 3.115 -0.344 -4.110
H 0.146 -0.269 -4.107
H 0.486 -2.047 -3.644
H 1.705 -0.829 -5.626
H 2.326 -2.230 -4.733
H 3.338 0.620 -4.568
H 3.928 -1.069 -4.159
O -3.966 3.193 6.357
C -3.728 2.045 6.003
O -3.152 1.843 4.805
C -2.556 0.573 4.897
C -3.444 -0.268 5.776
C -4.076 0.770 6.740
H -1.585 0.611 5.391
H -2.457 0.180 3.886
H -2.904 -1.065 6.288
H -4.333 -0.757 5.378
H -3.780 0.594 7.774
H -5.121 0.477 6.844
O -4.945 1.688 -8.871
C -5.077 0.532 -9.281
O -4.356 -0.458 -8.884
C -4.808 -1.785 -9.392
C -6.239 -1.531 -9.986
C -6.064 -0.016 -10.326
H -5.075 -2.553 -8.666
H -4.149 -2.105 -10.200
H -7.086 -1.660 -9.313
H -6.392 -2.202 -10.832
H -7.020 0.507 -10.346
H -5.675 0.204 -11.320
```

The charge is 0. The value obtained for the molecular weight is 344.4 g/mol. Its total energy is -33359.14261 eV. Its structure (SMILES) is O=C1CCCO1.O=C1CCCO1.O=C1CCCO1.O=C1CCCO1.


2.
C35H57BBr2ClNO3Si2 | ωB97M-V with the def2-TZVPD basis set

```
102
Properties=species:S:1:pos:R:3
C 3.785 3.474 -2.456
C 2.960 2.782 -1.366
C 1.614 2.204 -1.809
Br 0.501 3.526 -2.718
Si 1.704 0.603 -2.831
O 0.974 -0.651 -1.996
Si 1.664 -1.745 -0.996
Br 2.811 -3.216 -2.242
C 0.310 -2.650 -0.125
C -0.879 -2.972 -1.063
C -2.260 -2.595 -0.494
C -3.180 -1.984 -1.562
C -4.683 -2.168 -1.288
C -5.365 -0.879 -0.818
C -5.752 0.032 -1.989
C -7.065 -0.392 -2.680
C -8.142 0.692 -2.775
C -8.500 1.323 -1.445
O -9.445 2.350 -1.670
C -9.599 3.201 -0.558
C 2.872 -0.999 0.235
Cl 2.005 0.275 1.168
C 3.370 -2.083 1.205
C 4.649 -1.681 1.932
B 3.593 0.131 -3.465
N 3.871 -0.115 -4.886
O 4.641 0.065 -2.594
H 3.157 3.932 -3.221
H 4.472 2.775 -2.937
H 4.409 4.253 -2.017
H 3.557 1.972 -0.934
H 2.777 3.489 -0.553
H 1.037 1.955 -0.917
H 0.864 0.806 -4.031
H -0.015 -1.996 0.692
H 0.715 -3.554 0.335
H -0.756 -2.470 -2.025
H -0.867 -4.044 -1.268
H -2.135 -1.893 0.335
H -2.751 -3.484 -0.088
H -2.927 -2.445 -2.520
H -2.971 -0.913 -1.644
H -4.836 -2.956 -0.545
H -5.184 -2.509 -2.199
H -4.724 -0.345 -0.111
H -6.276 -1.139 -0.267
H -4.946 -0.014 -2.727
H -5.806 1.066 -1.646
H -6.842 -0.734 -3.693
H -7.489 -1.260 -2.163
H -7.848 1.471 -3.484
H -9.053 0.235 -3.170
H -7.616 1.741 -0.944
H -8.929 0.567 -0.769
H -10.554 3.716 -0.657
H -8.794 3.946 -0.515
H -9.607 2.639 0.384
H 3.752 -0.541 -0.221
H 3.559 -2.999 0.636
H 2.571 -2.303 1.917
H 5.411 -1.389 1.204
H 5.056 -2.518 2.502
H 4.484 -0.835 2.602
H 3.909 0.759 -5.407
H 3.146 -0.668 -5.334
H 5.351 -0.493 -2.965
C -3.775 2.945 -4.729
C -5.082 3.279 -5.053
C -5.585 4.526 -4.707
C -4.779 5.439 -4.041
C -3.471 5.103 -3.718
C -2.969 3.856 -4.060
H -3.383 1.971 -4.995
H -5.711 2.569 -5.575
H -6.606 4.787 -4.956
H -5.171 6.412 -3.773
H -2.842 5.815 -3.197
H -1.952 3.590 -3.800
C 2.632 0.157 4.967
C 2.963 -1.177 5.159
C 3.564 -1.581 6.342
C 3.830 -0.652 7.339
C 3.489 0.680 7.152
C 2.893 1.086 5.966
H 2.171 0.467 4.039
H 2.756 -1.902 4.381
H 3.830 -2.621 6.482
H 4.303 -0.967 8.261
H 3.694 1.405 7.930
H 2.636 2.127 5.817
C 8.345 -3.701 6.800
C 7.161 -3.088 6.412
C 7.051 -2.523 5.149
C 8.124 -2.578 4.270
C 9.307 -3.192 4.656
C 9.418 -3.752 5.921
H 8.431 -4.139 7.786
H 6.322 -3.049 7.095
H 6.128 -2.039 4.852
H 8.038 -2.139 3.284
H 10.144 -3.235 3.970
H 10.343 -4.228 6.223
```

The charge is 0. The value obtained for the molecular weight is 802.1 g/mol. Its total energy is -213897.62076 eV.